C30H18BeF3N5O6S4 | ωB97M-V/def2-TZVPD

Last column: Mulliken charge in e.
Element x y z (Å)
Be 1.209 -0.738 -0.196  0.182
S 2.646 1.742 4.741  -0.086
C 2.775 2.061 6.412  -0.389
C 2.186 1.091 7.164  -0.548
C 1.620 0.065 6.375  -0.458
C 1.785 0.263 5.028  0.336
C 1.307 -0.570 3.933  0.623
C 1.588 -0.236 2.595  -0.500
N 1.141 -0.924 1.564  0.081
C 0.419 -2.038 1.799  -0.041
C 0.091 -2.479 3.086  0.440
C -0.684 -3.683 3.208  -1.057
C -1.071 -4.382 2.118  -1.089
C -0.719 -3.952 0.792  0.568
C -1.068 -4.629 -0.377  -0.730
C -0.658 -4.142 -1.614  0.579
C 0.100 -2.957 -1.629  -0.421
N 0.421 -2.282 -0.540  0.370
C 0.023 -2.774 0.658  -0.532
C -1.003 -4.821 -2.856  0.409
C -1.683 -6.001 -3.015  -0.498
C -1.860 -6.365 -4.368  -0.595
C -1.316 -5.460 -5.226  -0.385
S -0.581 -4.157 -4.402  -0.077
C 0.540 -1.709 4.159  -0.627
H 3.276 2.954 6.751  0.429
H 2.153 1.108 8.243  0.393
H 1.116 -0.787 6.808  0.333
H 2.201 0.628 2.365  0.623
H -0.950 -4.018 4.203  0.455
H -1.652 -5.289 2.222  0.455
H -1.657 -5.534 -0.312  0.424
H 0.467 -2.545 -2.559  0.775
H -2.047 -6.607 -2.198  0.344
H -2.370 -7.262 -4.688  0.395
H -1.305 -5.490 -6.304  0.431
H 0.287 -2.003 5.169  0.419
O -0.868 7.181 0.816  -0.665
S -1.845 7.722 -0.106  1.184
O -3.198 7.802 0.417  -0.679
O -1.397 8.860 -0.876  -0.676
C -2.068 6.388 -1.360  0.032
N -2.781 6.657 -2.454  -0.480
C -2.974 5.657 -3.297  -0.379
C -2.463 4.380 -3.082  -0.564
C -1.738 4.203 -1.913  0.331
N -1.551 5.208 -1.061  -0.275
C -1.131 2.926 -1.483  1.118
C -0.371 2.915 -0.312  -0.876
C 0.210 1.742 0.098  -0.557
N 0.085 0.583 -0.573  0.378
C -0.675 0.584 -1.675  -0.044
C -1.291 1.718 -2.159  -0.957
H -3.566 5.879 -4.179  0.413
H -2.626 3.590 -3.802  0.366
H -0.260 3.835 0.248  0.731
H 0.792 1.705 1.010  0.356
H -0.796 -0.361 -2.183  0.446
H -1.889 1.647 -3.056  0.319
F 3.837 1.264 -3.773  -0.199
C 3.460 1.206 -2.505  0.586
F 4.450 1.631 -1.730  -0.226
F 2.398 2.001 -2.328  -0.165
S 2.977 -0.523 -2.064  1.121
O 1.773 -0.769 -2.811  -0.600
O 4.107 -1.349 -2.315  -0.657
O 2.674 -0.361 -0.602  -0.411

Output
E_LUMO: -0.092 Eh
charge: 0
highest occupied orbital energy: -7.1 eV
max |F|: 1.24 eV/Å
E_tot: -103036.5328 eV

***

C30H20Br2HgN5O3 | ωB97M-V/def2-TZVPD

Last column: Mulliken charge in e.
Element x y z (Å)
Hg 0.101 -0.967 -0.505  0.972
O -2.965 2.623 -1.134  -0.728
C -4.118 1.949 -1.028  0.183
C -5.317 2.659 -1.079  -0.638
C -6.528 1.993 -0.999  -0.242
C -6.559 0.610 -0.866  -0.746
C -5.367 -0.092 -0.800  -0.340
C -4.137 0.551 -0.865  0.192
C -2.855 -0.206 -0.765  0.738
O -1.777 0.407 -1.143  -0.893
N -2.939 -1.405 -0.261  -0.815
N -1.734 -2.060 -0.221  0.214
C -1.795 -3.299 0.231  -0.729
C -0.696 -4.162 0.320  0.729
C -0.854 -5.485 0.827  -1.014
C 0.223 -6.314 0.923  -0.137
C 1.490 -5.845 0.520  -0.977
C 1.558 -4.546 0.043  -0.059
N 0.536 -3.719 -0.074  -0.061
H -2.267 1.893 -1.163  0.423
H -5.271 3.734 -1.182  0.372
H -7.451 2.557 -1.040  0.347
H -7.503 0.087 -0.812  0.356
H -5.357 -1.166 -0.676  0.431
H -2.772 -3.664 0.539  0.257
H -1.839 -5.812 1.137  0.296
H 0.106 -7.322 1.312  0.375
H 2.377 -6.459 0.589  0.346
H 2.515 -4.139 -0.269  0.374
C 0.894 2.311 -2.181  -1.244
C 1.019 2.704 -0.737  0.531
C 1.439 3.997 -0.359  -1.010
C 1.590 4.292 0.967  -1.010
C 1.331 3.309 1.946  0.902
C 1.479 3.495 3.338  0.046
Br 2.063 5.177 4.040  -0.322
C 1.222 2.471 4.211  -0.385
C 0.800 1.233 3.741  -0.256
Br 0.466 -0.143 5.010  -0.243
C 0.595 0.930 2.376  0.165
O 0.206 -0.170 1.947  -0.712
C 0.897 2.047 1.475  -0.154
N 0.754 1.786 0.161  0.851
H 0.880 3.185 -2.833  0.484
H -0.012 1.729 -2.330  0.127
H 1.736 1.678 -2.464  0.114
H 1.644 4.740 -1.117  0.472
H 1.920 5.277 1.280  0.284
H 1.344 2.620 5.276  0.372
N 7.411 0.021 -1.831  -0.632
C 6.282 -0.124 -1.637  -0.050
C 4.884 -0.312 -1.405  0.593
C 4.367 -0.228 -0.111  -0.702
C 3.012 -0.408 0.098  0.164
C 2.132 -0.679 -0.958  -0.631
C 2.680 -0.765 -2.242  -0.331
C 4.033 -0.583 -2.474  -0.449
H 5.030 -0.020 0.719  0.438
H 2.623 -0.337 1.105  0.548
H 2.037 -0.983 -3.088  0.413
H 4.438 -0.650 -3.477  0.402

Output
E_LUMO (spin up / spin down): 0.147 / 0.147 Eh
charge: -2
<S²>: 0.7753
highest occupied orbital energy (spin up / spin down): 0.0 / -2.1 eV
max |F|: 0.58 eV/Å
ΔE to the lowest compared entry with this formula, charge and spin: 0.00 kcal per mole
spin multiplicity: 2
E_tot: -189288.7911 eV

***

C30H20Cl5N5O6Sr | ωB97M-V/def2-TZVPD

Last column: Mulliken charge in e.
Element x y z (Å)
Sr 0.940 0.257 -0.410  1.904
O 1.250 3.042 3.350  -0.476
C 0.921 2.459 2.199  -0.188
O 1.683 2.310 1.274  -0.509
C -0.511 2.012 2.174  -0.490
C -1.476 2.427 3.074  -0.365
C -2.783 1.998 2.859  -0.917
C -3.081 1.224 1.752  -0.892
C -2.045 0.852 0.897  -0.241
N -0.802 1.234 1.139  2.002
C -2.311 0.121 -0.435  0.963
O -3.495 0.133 -0.794  -1.019
O -1.308 -0.337 -1.037  -0.944
H 2.189 3.281 3.310  0.393
H -1.218 3.063 3.908  0.582
H -3.567 2.294 3.543  0.457
H -4.088 0.909 1.520  0.644
C -2.097 3.306 -2.865  -0.970
C -1.433 3.400 -4.075  -0.492
C -0.067 3.171 -4.106  -0.769
C 0.582 2.837 -2.924  0.747
N -0.057 2.718 -1.756  -0.050
C -1.365 2.962 -1.739  -0.228
C 2.055 2.619 -2.897  0.208
C 2.916 3.505 -3.530  -0.782
C 4.281 3.280 -3.445  -0.426
C 4.740 2.189 -2.726  -0.866
C 3.811 1.370 -2.104  -0.238
N 2.498 1.584 -2.180  0.206
H -3.161 3.473 -2.786  0.447
H -1.970 3.640 -4.983  0.425
H 0.491 3.225 -5.032  0.495
H -1.857 2.873 -0.778  0.647
H 2.521 4.356 -4.067  0.480
H 4.977 3.954 -3.926  0.427
H 5.795 1.975 -2.634  0.426
H 4.122 0.510 -1.521  0.324
Cl 2.771 -0.413 3.121  -0.275
C 3.300 -1.583 1.900  0.352
C 2.837 -1.419 0.614  -1.252
C 3.277 -2.362 -0.283  1.370
Cl 2.711 -2.195 -1.967  -0.212
C 4.120 -3.424 0.025  -0.547
Cl 4.625 -4.564 -1.162  -0.204
C 4.555 -3.543 1.345  0.715
Cl 5.600 -4.837 1.794  -0.201
C 4.143 -2.613 2.304  -0.488
Cl 4.681 -2.764 3.933  -0.195
O -4.793 -2.237 -0.361  -0.569
C -3.832 -2.999 -1.051  -0.285
N -3.594 -4.248 -0.365  -0.121
C -3.169 -4.372 0.926  -0.115
O -3.406 -5.369 1.583  -0.645
C -2.328 -3.282 1.523  0.783
C -2.556 -2.936 2.849  -0.433
C -1.707 -2.032 3.459  -1.115
C -0.645 -1.523 2.726  -0.084
N -0.410 -1.843 1.455  0.338
C -1.244 -2.706 0.873  -0.649
H -4.572 -1.302 -0.532  0.479
H -2.908 -2.432 -1.165  0.041
H -4.187 -3.263 -2.051  0.353
H -4.166 -5.031 -0.643  0.272
H -3.378 -3.396 3.381  0.486
H -1.843 -1.737 4.490  0.485
H 0.057 -0.836 3.184  0.254
H -1.018 -2.968 -0.153  0.549

Output
E_LUMO: -0.022 Eh
charge: 0
highest occupied orbital energy: -8.4 eV
max |F|: 0.70 eV/Å
ΔE to the lowest compared entry with this formula, charge and spin: 4.32 kcal per mole
E_tot: -114623.0897 eV

***

C30H21BBr3F8InN3OP | ωB97M-V/def2-TZVPD

Last column: Mulliken charge in e.
Element x y z (Å)
In -0.365 2.889 0.345  1.022
Br -3.521 4.682 0.354  -0.105
C -3.002 5.545 2.003  -0.010
Br -1.349 6.516 1.833  -0.109
H -2.872 4.778 2.756  -0.133
H -3.781 6.253 2.253  0.361
C -2.358 -2.593 2.564  -0.764
C -3.048 -2.708 1.359  -0.652
C -2.989 -1.695 0.421  -0.284
C -2.234 -0.557 0.700  -0.278
C -1.558 -0.435 1.903  1.007
C -1.615 -1.456 2.838  -1.057
N -2.121 0.550 -0.192  1.084
N -2.645 0.371 -1.299  -0.584
C -2.525 1.467 -2.205  -0.052
C -3.239 1.358 -3.389  -0.535
C -3.165 2.400 -4.299  -0.332
C -2.380 3.501 -3.995  -0.785
C -1.697 3.510 -2.788  -0.387
N -1.764 2.514 -1.913  0.176
H -2.424 -3.387 3.298  0.415
H -3.641 -3.591 1.159  0.432
H -3.526 -1.768 -0.514  0.518
H -1.014 0.470 2.116  -0.234
H -1.111 -1.333 3.788  0.527
H -3.836 0.475 -3.563  0.490
H -3.714 2.354 -5.230  0.407
H -2.296 4.339 -4.672  0.404
H -1.074 4.352 -2.506  0.450
F 4.820 -2.559 4.515  -0.288
C 4.095 -2.092 3.509  0.577
C 4.109 -2.736 2.288  0.268
F 4.843 -3.830 2.111  -0.291
C 3.348 -2.221 1.258  -0.228
F 3.395 -2.879 0.092  -0.401
C 2.556 -1.086 1.387  0.262
P 1.684 -0.516 -0.123  0.658
C 2.985 -0.266 -1.346  0.428
C 3.350 -1.214 -2.297  -0.095
C 4.348 -0.924 -3.215  -0.819
C 4.986 0.307 -3.182  -0.441
C 4.624 1.258 -2.237  -0.745
C 3.622 0.975 -1.323  -0.621
C 0.654 -1.875 -0.684  0.940
C 0.065 -1.722 -1.939  -0.658
C -0.778 -2.703 -2.434  -0.776
C -1.035 -3.839 -1.678  -0.618
C -0.468 -3.984 -0.421  -0.724
C 0.372 -3.002 0.080  -0.629
C 2.550 -0.447 2.637  -0.184
Br 1.552 1.083 3.082  -0.025
C 3.320 -0.958 3.673  0.242
F 3.342 -0.374 4.867  -0.319
H 2.855 -2.176 -2.323  0.392
H 4.627 -1.662 -3.956  0.417
H 5.767 0.529 -3.899  0.397
H 5.117 2.220 -2.216  0.432
H 3.318 1.721 -0.597  0.423
H 0.266 -0.833 -2.527  0.572
H -1.235 -2.581 -3.407  0.426
H -1.692 -4.607 -2.065  0.402
H -0.689 -4.857 0.179  0.449
H 0.792 -3.113 1.072  0.461
F -3.431 1.546 3.184  -0.382
B -2.335 2.262 3.629  0.281
F -1.597 2.726 2.434  -0.171
F -2.709 3.407 4.326  -0.399
F -1.454 1.472 4.360  -0.319
O 0.923 0.749 0.064  0.113

Output
E_LUMO: -0.036 Eh
charge: 0
highest occupied orbital energy: -8.4 eV
max |F|: 0.06 eV/Å
ΔE to the lowest compared entry with this formula, charge and spin: 0.00 kcal per mole
E_tot: -284981.8707 eV